Below is a cluster of 16 separate species, C48H48F16O48 in total, with properties calculated with ωB97M-V/def2-TZVPD.

```
! RIJCOSX wB97M-V def2-TZVPD def2/J DEFGRID3
* xyz 0 1
F 20.48 10.40 -26.59
F 21.94 20.69 -23.27
F 14.00 12.09 -23.09
F 19.31 9.87 -20.11
F 18.79 14.85 -28.20
F 17.67 14.74 -22.19
F 15.58 20.01 -22.21
F 23.76 10.09 -25.04
F 20.30 16.52 -19.76
F 15.82 17.01 -22.16
F 16.63 14.20 -19.76
F 13.70 12.76 -31.24
F 17.76 9.96 -31.24
F 24.66 14.65 -25.54
F 16.83 16.17 -27.11
F 14.66 9.60 -26.82
O 16.63 22.89 -21.26
O 25.21 9.66 -20.83
O 15.15 7.62 -27.75
O 21.57 16.16 -25.11
O 16.39 16.27 -16.14
O 22.94 18.46 -20.46
O 20.74 12.23 -30.24
O 17.86 18.92 -26.35
O 15.79 23.02 -19.23
O 17.56 16.45 -18.09
O 23.39 10.48 -21.72
O 14.93 13.24 -27.43
O 21.76 13.08 -21.25
O 19.85 8.23 -26.77
O 20.04 16.09 -26.71
O 16.48 17.63 -25.44
O 12.95 15.65 -25.40
O 16.12 9.90 -22.83
O 25.20 16.31 -22.91
O 13.82 11.64 -28.52
O 19.87 10.19 -30.62
O 24.84 9.72 -22.99
O 18.31 9.98 -22.22
O 15.55 15.41 -18.11
O 20.54 14.30 -19.82
O 18.87 11.49 -29.16
O 20.36 12.59 -24.35
O 26.96 14.98 -22.08
O 21.56 7.37 -27.76
O 20.97 19.62 -20.76
O 25.42 14.22 -23.54
O 19.33 14.50 -23.78
O 12.78 17.05 -23.59
O 19.73 6.17 -27.55
O 11.30 9.71 -25.77
O 14.60 16.07 -23.84
O 21.81 14.88 -27.07
O 16.85 7.96 -26.40
O 13.05 10.46 -24.39
O 15.25 12.74 -29.65
O 22.54 15.04 -20.27
O 17.31 7.35 -28.56
O 15.08 21.50 -20.66
O 18.11 12.88 -24.46
O 12.15 11.74 -25.90
O 21.88 18.61 -22.49
O 17.92 18.90 -24.14
O 17.02 11.59 -21.60
C 24.52 9.96 -21.81
C 21.98 18.85 -21.12
C 20.19 19.98 -21.90
C 20.35 7.16 -27.35
C 16.28 17.34 -26.79
C 20.90 9.18 -26.41
C 22.90 10.79 -23.00
C 19.87 11.39 -30.06
C 13.80 11.69 -24.35
C 14.69 12.63 -28.45
C 17.41 18.49 -25.21
C 21.18 15.78 -26.22
C 21.06 14.68 -28.21
C 21.62 14.08 -20.56
C 17.19 16.33 -19.46
C 19.38 13.26 -24.22
C 16.08 15.35 -19.43
C 23.67 9.72 -23.75
C 18.64 9.58 -30.33
C 16.48 16.15 -17.35
C 14.60 11.97 -30.64
C 21.14 19.64 -23.06
C 15.89 22.49 -20.28
C 20.75 15.49 -19.05
C 22.22 15.72 -19.05
C 19.09 10.58 -21.26
C 17.08 10.43 -22.26
C 13.41 16.20 -24.37
C 15.26 21.29 -22.00
C 21.93 8.70 -27.38
C 13.46 17.35 -22.35
C 14.63 8.30 -26.62
C 19.88 15.58 -28.02
C 24.28 14.70 -24.25
C 16.52 7.60 -27.64
C 13.96 10.97 -29.72
C 25.94 15.14 -22.76
C 18.05 14.97 -23.50
C 14.83 17.17 -22.97
C 18.12 10.33 -29.14
C 12.79 12.63 -25.05
C 18.22 11.79 -20.94
C 16.45 22.18 -22.43
C 17.03 18.52 -27.41
C 15.69 7.99 -25.60
C 24.05 16.12 -23.71
C 17.26 14.07 -24.41
C 12.12 10.56 -25.37
H 19.82 16.41 -28.72
H 15.55 6.99 -25.19
H 15.22 17.18 -26.99
H 22.55 16.76 -19.10
H 15.59 8.64 -24.73
H 13.29 18.38 -22.06
H 15.28 15.61 -20.13
H 21.88 9.29 -28.29
H 18.24 9.81 -28.19
H 19.28 19.38 -21.93
H 21.60 14.70 -29.16
H 19.97 21.04 -21.93
H 13.18 13.45 -25.65
H 15.29 11.55 -31.38
H 16.23 13.99 -24.05
H 12.03 12.93 -24.32
H 18.01 16.07 -20.13
H 23.15 8.76 -23.72
H 18.19 12.01 -19.88
H 18.00 16.02 -23.79
H 16.80 17.24 -19.91
H 13.67 7.91 -26.28
H 13.02 10.59 -30.14
H 23.26 16.27 -22.97
H 17.13 14.46 -25.42
H 15.15 17.97 -23.63
H 22.71 15.22 -18.21
H 14.26 21.43 -22.41
H 21.82 10.68 -23.16
H 17.69 18.26 -28.23
H 14.71 11.50 -24.92
H 23.42 14.04 -24.15
H 17.07 10.56 -29.28
H 16.29 22.86 -23.28
H 16.20 19.19 -27.64
H 19.99 10.95 -21.75
H 22.91 8.81 -26.90
H 23.23 11.82 -23.13
H 18.67 8.49 -30.40
H 17.33 21.58 -22.65
H 20.70 19.29 -23.99
H 14.73 10.23 -29.58
H 20.76 13.64 -28.06
H 23.89 16.88 -24.47
H 21.24 9.08 -25.38
H 18.71 12.67 -21.37
H 20.38 15.44 -18.03
H 13.31 16.67 -21.52
*
```

relative energy (zero: lowest compared OMol25 entry of this formula, charge and spin): 6.160 eV